--- w ---
The following is a quantum chemistry calculation of C3H3NO2S2 in the gas phase, from the Open Molecules 2025 dataset.

## Properties
Highest occupied orbital energy, eV: -9.292
Structure (SMILES): O=C[C@@H]1SNC(=O)S1
Gap between HOMO and LUMO, eV: 9.525
Multiplicity: 1

Positions of all 11 atoms, in Å:
C -0.7332 -0.0201 0.8522
H -2.5531 -0.3808 -0.3115
S -0.3456 1.6131 0.2702
O -1.0658 -1.5386 -1.0152
H 1.2336 1.3646 -1.4842
H -1.3233 0.0263 1.7688
C -1.5162 -0.7762 -0.2205
C 1.6915 -0.0524 -0.0735
S 0.8228 -0.8166 1.2329
N 1.0535 1.0620 -0.5658
O 2.7358 -0.4814 -0.4534

***

--- x ---
The following is a quantum chemistry calculation of C3H3NO2S2 in the gas phase, from the Open Molecules 2025 dataset.

## Properties
Highest occupied orbital energy, eV: -8.933
Structure (SMILES): Oc1nc(S)c(S)o1
Gap between HOMO and LUMO, eV: 9.361
Multiplicity: 1

Positions of all 11 atoms, in Å:
S 2.4089 0.1796 0.8370
C 0.6944 0.2230 0.2646
N 0.3465 1.2881 -0.5596
O -1.4583 0.0310 -0.4430
C -0.8017 1.1161 -0.9512
H -1.4549 -2.2207 1.7466
C -0.3811 -0.5545 0.2153
H 2.5851 1.4111 -0.0858
H -1.1312 2.9355 -1.4248
O -1.6938 2.0857 -1.4159
S -0.8012 -2.2285 0.4993

***

Which is most stable, and by how much? w, by 31.1 kcal/mol.

***

--- w ---
The following is a quantum chemistry calculation of a molecular structure, C4H5NO2, from the Open Molecules 2025 dataset.

## Properties
Highest occupied orbital energy (alpha / beta), eV: -7.821 / -7.820
Gap between HOMO and LUMO (alpha / beta), eV: 7.544 / 7.542
Multiplicity: 1

Positions of all 12 atoms, in Å:
C 0.9165 -0.5063 -0.6660
H -2.1840 -1.4266 -0.0314
H 0.8207 2.1070 1.7166
C -0.4739 -0.4590 -0.8904
C 0.3952 1.2535 -0.0878
N 0.5411 1.2658 1.2382
O 1.8669 -1.0477 -0.2459
H -0.6480 -2.4260 -0.0288
H 0.4572 0.3695 1.7095
C -1.1120 -1.4616 -0.1611
H -0.8691 0.1600 -1.6976
O 0.2895 2.1713 -0.8552

***

--- x ---
The following is a quantum chemistry calculation of C4H5NO2 in the gas phase, from the Open Molecules 2025 dataset.

## Properties
Highest occupied orbital energy, eV: -9.675
Structure (SMILES): O=CC(=O)N1CC1
Gap between HOMO and LUMO, eV: 10.234
Multiplicity: 1

Positions of all 12 atoms, in Å:
C -1.0150 0.4972 -0.4122
O -1.1598 1.5729 -0.9442
H 1.3649 -0.8270 -0.3728
C 1.0571 0.9979 0.8471
H 1.3502 1.6540 0.0303
O -0.8298 -1.5871 -1.4911
H 1.2442 -1.1579 1.4312
C 1.0603 -0.4722 0.6076
H -2.4907 -1.4935 -1.2396
C -1.6481 -0.8393 -0.9840
H 1.2544 1.3821 1.8463
N -0.1878 0.2729 0.6814

***

--- y ---
The following is a quantum chemistry calculation of C4H5NO2 in the gas phase, from the Open Molecules 2025 dataset.

## Properties
Highest occupied orbital energy, eV: -10.674
Structure (SMILES): O=C1CCN=CO1
Gap between HOMO and LUMO, eV: 11.452
Multiplicity: 1

Positions of all 12 atoms, in Å:
C -0.1735 -1.1772 -0.3096
H -2.0507 0.1702 -0.0045
H -0.3304 -1.2542 -1.3896
H -1.0620 -0.1577 1.3817
C -0.4220 1.2968 -0.0020
C -1.0088 -0.0406 0.2974
C 1.6714 0.1981 0.0330
H 2.7217 0.4341 0.1905
O -1.0827 2.2820 -0.1851
N 1.2561 -0.9829 -0.0841
H -0.4608 -2.1390 0.1206
O 0.9418 1.3704 -0.0482

***

Which is most stable, and by how much? y, by 62.0 kcal/mol.

***

--- w ---
The following is a quantum chemistry calculation of 2 unconnected molecules or ions with the total composition CH2INO2, from the Open Molecules 2025 dataset.

## Properties
Highest occupied orbital energy, eV: -9.733
Structure (SMILES): N=C=O.OI
Gap between HOMO and LUMO, eV: 8.896
Multiplicity: 1

Positions of all 7 atoms, in Å:
N -0.9973 -0.8887 -1.0869
H -1.5731 -0.0434 -1.1170
C -0.0369 -0.9510 -1.7985
O 0.8056 0.4609 2.1620
H 1.3754 0.9479 2.6797
I -0.4272 1.8538 1.5463
O 0.8535 -1.3796 -2.3855

***

--- x ---
The following is a quantum chemistry calculation of 2 unconnected molecules or ions with the total composition CH2INO2, from the Open Molecules 2025 dataset.

## Properties
Highest occupied orbital energy (alpha / beta), eV: -9.581 / -8.841
Gap between HOMO and LUMO (alpha / beta), eV: 8.748 / 7.784
Multiplicity: 1

Positions of all 7 atoms, in Å:
N -0.2696 -1.3012 -0.0670
O -1.3744 -1.7143 0.0128
H -0.6172 1.1283 -0.8376
I 1.9816 1.1220 -0.2114
O 0.8108 -1.7634 0.0646
C -0.0510 1.0412 0.0846
H -0.4802 1.4874 0.9540

***

Which is most stable, and by how much? w, by 92.4 kcal/mol.

***

--- w ---
The following is a quantum chemistry calculation of 2 unconnected molecules or ions with the total composition C2H2BrO2S2, from the Open Molecules 2025 dataset.

## Properties
Charge: -1
Highest occupied orbital energy (alpha / beta), eV: -3.565 / -3.125
Gap between HOMO and LUMO (alpha / beta), eV: 5.546 / 4.785
Multiplicity: 1

Positions of all 9 atoms, in Å:
H 1.5217 -0.1024 1.3994
S -1.0672 -2.2822 -0.6290
C -0.0613 0.7238 0.6866
H -2.0991 -1.4460 -0.5504
C 0.5469 0.5374 -0.6183
O -1.1930 1.1311 0.8956
O 0.8238 0.3947 1.7194
S 2.1533 0.3353 -0.8115
Br -0.6251 0.7083 -2.0917

***

--- x ---
The following is a quantum chemistry calculation of a gas-phase ion, C2H2BrO2S2 (charge -1), from the Open Molecules 2025 dataset.

## Properties
Charge: -1
Highest occupied orbital energy, eV: -4.651
Structure (SMILES): O=C([O-])C(S)(S)Br
Gap between HOMO and LUMO, eV: 7.918
Multiplicity: 1

Positions of all 9 atoms, in Å:
Br 0.1770 1.7473 1.8482
S -0.2752 -1.3168 1.4516
H -1.4076 -1.3838 0.5657
S 2.0136 -0.0529 -0.0476
O -1.7604 -0.2201 -0.6104
H 1.6654 0.0657 -1.3632
O -0.1101 0.7792 -1.7169
C -0.7066 0.2668 -0.8187
C 0.4038 0.1146 0.6913

***

Which is most stable, and by how much? x, by 18.1 kcal/mol.